[1]
Here is a structure of composition C20H48IInO5P2Si at a distorted geometry from the OMol25 dataset. Energies are from wB97M-V/def2-TZVPD.

## Properties
Total charge ... +2
ΔE to the lowest compared entry with this formula, charge and spin ... 0.000 eV
Max |F| ... 0.180 hartree/bohr

```
78
Properties=species:S:1:pos:R:3:lowdin_charge:R:1
C 7.257 -3.939 0.165 -0.4940
I 5.747 -2.416 0.270 0.7587
H 6.758 -4.912 0.175 0.0117
H 7.914 -3.830 1.034 0.0162
H 7.819 -3.798 -0.764 0.0144
In 2.021 -1.214 -0.055 0.5159
P 1.988 -1.380 2.359 0.7448
C 2.990 -0.250 3.314 -0.1990
C 0.305 -1.182 2.932 -0.2253
H 0.273 -1.422 4.004 0.0938
H 2.327 -3.162 3.868 0.0795
H -0.363 -1.858 2.385 0.0658
H 1.879 -3.763 2.237 0.0719
H 2.692 0.793 3.141 0.0685
H -0.055 -0.157 2.781 0.0652
C 2.486 -3.036 2.791 -0.2434
H 2.848 -0.496 4.377 0.0910
H 3.543 -3.192 2.545 0.0192
H 4.049 -0.358 3.053 0.0654
P 2.032 -0.949 -2.465 0.7553
C 3.048 0.330 -3.187 -0.2003
C 2.535 -2.504 -3.175 -0.2359
H -0.323 -1.408 -2.617 0.0755
H 0.346 -0.692 -4.122 0.0924
H -0.005 0.335 -2.696 0.0469
C 0.355 -0.648 -3.024 -0.2229
H 1.920 -3.316 -2.767 0.0712
H 2.394 -2.438 -4.260 0.0787
H 2.928 0.275 -4.279 0.0902
H 4.103 0.175 -2.929 0.0716
H 3.587 -2.703 -2.946 0.0577
H 2.746 1.326 -2.839 0.0706
C 3.367 0.424 0.101 -0.1052
O 4.113 1.315 0.188 0.2101
C -2.904 -0.983 3.315 -0.0332
C -3.202 -0.540 1.880 -0.6467
C -3.713 -1.721 1.054 -0.0048
C -4.167 0.645 1.931 -0.0013
O -1.989 -0.110 1.337 -0.1182
Si -1.163 0.413 0.026 -0.0300
O 0.216 -0.289 -0.039 -0.3237
O -2.039 0.189 -1.324 -0.1063
C -2.929 0.674 -2.306 -0.6374
C -3.135 -0.505 -3.259 -0.0131
C -4.250 1.073 -1.661 -0.0181
C -2.330 1.884 -3.022 -0.0099
O -1.075 2.044 0.207 -0.0808
C -0.255 3.127 0.483 -0.6649
C 1.216 2.734 0.422 -0.0377
C -0.579 4.165 -0.591 -0.0167
C -0.642 3.614 1.881 -0.0054
H -3.853 -1.250 3.788 0.0981
H -2.435 -0.173 3.889 0.0955
H -2.265 -1.870 3.351 0.0682
H -4.648 -2.078 1.501 0.1003
H -3.894 -1.443 0.008 0.0683
H -2.977 -2.540 1.060 0.0913
H -3.734 1.474 2.514 0.0995
H -4.414 1.019 0.934 0.0594
H -5.094 0.310 2.414 0.0995
H -3.529 -1.380 -2.722 0.0965
H -3.857 -0.200 -4.021 0.0978
H -2.205 -0.791 -3.762 0.0637
H -4.106 1.922 -0.982 0.0933
H -4.930 1.389 -2.462 0.1015
H -4.722 0.230 -1.139 0.0835
H -2.184 2.714 -2.320 0.0707
H -1.384 1.667 -3.532 0.0764
H -3.049 2.202 -3.787 0.1025
H 1.472 2.340 -0.569 0.0747
H 1.830 3.624 0.612 0.1099
H 1.448 1.982 1.184 0.0598
H -1.649 4.412 -0.582 0.1021
H -0.001 5.070 -0.385 0.0945
H -0.305 3.793 -1.587 0.0839
H -1.711 3.863 1.919 0.1017
H -0.433 2.842 2.635 0.0859
H -0.054 4.509 2.109 0.0939
```

[2]
Here is the ion C7H10N4 with charge +2 at a distorted geometry from the OMol25 dataset. Energies are from wB97M-V/def2-TZVPD.

## Properties
Total charge ... +2
Structure (SMILES) ... N/[N+]1=C/[C@@H]2C=C2/C=N\C(=[NH2+])C1
ΔE to the lowest compared entry with this formula, charge and spin ... 5.003 eV
Max |F| ... 0.091 hartree/bohr

```
21
Properties=species:S:1:pos:R:3:lowdin_charge:R:1
C 1.129 -1.577 -0.598 -0.1328
C 2.508 -1.681 -0.008 0.1311
C 0.011 -1.455 0.291 0.0533
C 2.235 0.706 -1.333 0.0494
C 2.462 -0.582 -0.704 0.0421
C 0.311 1.633 -0.168 -0.2675
C -0.720 0.608 -0.642 0.0308
N 1.455 1.549 -0.752 0.1988
N -2.090 -0.620 0.821 0.1521
N 0.049 2.509 0.769 0.2728
N -0.931 -0.513 0.237 -0.1466
H 0.855 -2.253 -1.432 0.1716
H 3.126 -2.310 0.541 0.1244
H -0.218 -2.297 1.020 0.1958
H 2.729 0.910 -2.328 0.1871
H -1.646 1.099 -0.715 0.1384
H -0.284 0.037 -1.461 0.1508
H -2.886 -0.091 0.434 0.1593
H -2.488 -1.474 1.276 0.1853
H -0.864 2.778 1.143 0.1710
H 0.778 3.083 1.074 0.1328
```

[3]
Here is a structure of composition C21H37AsCrN2O10SSi4 at a distorted geometry from the OMol25 dataset. Energies are from wB97M-V/def2-TZVPD.

## Properties
Multiplicity ... 4
Total charge ... -1
ΔE to the lowest compared entry with this formula, charge and spin ... 3.476 eV
Max |F| ... 0.031 hartree/bohr

```
77
Properties=species:S:1:pos:R:3:lowdin_charge:R:1
Cr -0.572 -1.453 0.239 0.5404
C 4.337 0.590 -1.563 -0.0222
C 3.996 -0.824 -1.231 -0.3788
N 2.813 -1.269 -0.898 0.1448
C 2.947 -2.615 -0.694 -0.1038
C 4.261 -2.990 -0.910 -0.0749
N 4.898 -1.832 -1.244 0.1724
C 5.100 -4.228 -0.887 -0.5059
O 4.528 -5.361 -0.600 0.1282
O 6.283 -4.131 -1.143 0.0712
C 1.783 -3.455 -0.255 -0.5333
O 1.919 -4.679 -0.197 0.0455
O 0.690 -2.886 0.038 -0.1027
H 3.427 1.186 -1.511 0.0427
H 4.761 0.665 -2.567 0.0863
H 5.065 0.994 -0.855 0.0864
H 5.884 -1.807 -1.455 0.1637
H 3.525 -5.215 -0.423 0.1052
O -0.012 -0.890 2.043 -0.5042
As -2.681 -0.837 2.088 1.2962
O -3.414 1.558 2.088 -0.2484
O -2.192 -0.304 0.542 -0.7001
C -4.499 -1.422 1.446 -0.2878
C -5.750 -0.898 1.722 -0.0940
C -6.871 -1.391 1.061 -0.0851
C -6.756 -2.408 0.119 -0.0828
C -5.515 -2.957 -0.163 -0.0494
C -4.415 -2.443 0.500 -0.2860
S -2.812 -3.184 0.341 0.5787
O -2.981 -4.601 0.250 -0.2535
O -2.201 -2.776 1.697 -0.4720
O -2.060 -2.583 -0.778 -0.3442
H 0.360 -1.632 2.537 0.0175
H -5.860 -0.105 2.453 0.0959
H -7.850 -0.979 1.285 0.0989
H -7.641 -2.783 -0.383 0.1005
H -5.399 -3.775 -0.866 0.1197
C 0.911 1.785 3.420 -0.2246
Si 1.738 1.302 1.798 0.3850
C 3.027 0.001 2.256 -0.2087
C 2.753 2.887 1.461 -0.2342
Si 0.346 0.794 -0.034 0.4996
Si 0.724 0.982 -2.343 0.3621
C 1.243 2.737 -2.843 -0.2303
C -0.969 0.626 -3.096 -0.2094
C 1.878 -0.157 -3.297 -0.2144
Si -1.394 2.323 0.289 0.4275
C -0.709 4.093 0.215 -0.2194
C -2.161 2.312 2.052 -0.3065
C -2.920 2.381 -0.810 -0.2097
H 1.683 1.909 4.187 0.0314
H 0.203 1.023 3.750 0.0151
H 0.373 2.736 3.331 0.0192
H 3.222 0.009 3.334 0.0286
H 3.976 0.172 1.738 0.0177
H 2.678 -0.996 1.978 0.0083
H 3.630 2.931 2.122 0.0232
H 2.140 3.777 1.655 0.0049
H 3.105 2.960 0.424 0.0043
H 0.410 3.440 -2.713 0.0091
H 1.573 2.788 -3.889 0.0240
H 2.068 3.093 -2.212 0.0131
H -1.686 1.420 -2.873 -0.0017
H -1.369 -0.297 -2.656 0.0273
H -0.921 0.491 -4.181 0.0296
H 2.936 0.084 -3.139 -0.0097
H 1.662 -0.078 -4.366 0.0339
H 1.733 -1.200 -2.992 0.0344
H 0.041 4.269 1.000 0.0080
H -1.504 4.844 0.323 0.0270
H -0.209 4.266 -0.748 0.0072
H -2.355 3.339 2.371 0.0817
H -1.463 1.860 2.760 0.0304
H -3.774 1.644 2.975 0.0759
H -2.712 2.851 -1.777 0.0184
H -3.709 2.950 -0.309 0.0308
H -3.296 1.369 -0.987 0.0262
```

[4]
Here is a structure of composition C2H8Cl2Si2 at a distorted geometry from the OMol25 dataset. Energies are from wB97M-V/def2-TZVPD.

## Properties
Total charge ... 0
ΔE to the lowest compared entry with this formula, charge and spin ... 6.974 eV
Max |F| ... 0.090 hartree/bohr

```
14
Properties=species:S:1:pos:R:3:lowdin_charge:R:1
C 1.105 1.789 -1.174 -0.5916
C 0.097 -0.013 1.869 -0.7448
Si -1.534 -1.549 -0.689 0.4423
Si 0.411 -0.646 0.074 0.5028
Cl 0.497 2.017 -2.808 0.4152
Cl 1.717 0.791 2.133 0.4392
H 0.529 2.481 -0.598 -0.0328
H 2.117 1.694 -1.242 -0.0638
H 0.017 -0.914 2.491 0.0197
H -0.761 0.620 2.109 0.0347
H -1.993 -1.850 0.705 -0.1141
H -2.496 -0.533 -1.283 -0.0915
H -1.413 -2.791 -1.599 -0.0970
H 1.708 -1.096 0.013 -0.1183
```